# 1
{"formula": "C7H14", "method": "the ωB97M-V functional and the def2-TZVPD basis", "homo_energy_ev": -9.47, "multiplicity": 1, "e_above_lowest_ev": 0.715, "orbital_gap_ev": 10.528, "largest_force_ev_per_a": 0.18, "symbols": ["C", "C", "C", "C", "C", "C", "C", "H", "H", "H", "H", "H", "H", "H", "H", "H", "H", "H", "H", "H", "H"], "coordinates": [[0.489805, 1.350360, 1.518026], [0.736635, 0.017932, 0.838555], [0.901322, -0.115445, -0.661262], [0.900271, 1.062780, -1.608753], [-0.332540, -0.662881, 0.019281], [-1.682566, 0.014609, -0.114491], [-0.440742, -2.173292, 0.098712], [1.403148, 1.715468, 2.000299], [-0.281937, 1.260660, 2.292151], [0.164321, 2.127657, 0.819143], [1.357523, -0.655634, 1.429659], [1.611079, -0.887064, -0.963431], [0.705497, 0.729540, -2.634730], [1.873940, 1.566651, -1.599714], [0.141603, 1.810815, -1.361148], [-2.256619, -0.117009, 0.812297], [-2.267795, -0.427010, -0.930212], [-1.608574, 1.089142, -0.301556], [0.534066, -2.637529, 0.287178], [-1.119870, -2.485437, 0.901761], [-0.828565, -2.584312, -0.841765]], "atomic_forces_ev_per_a": [[-0.015, 0.054, -0.036], [0.085, -0.008, 0.140], [0.060, -0.028, -0.099], [-0.049, 0.061, 0.033], [-0.096, -0.085, -0.074], [0.003, 0.068, -0.011], [0.033, -0.056, 0.052], [-0.117, -0.067, -0.081], [0.123, 0.017, -0.086], [0.034, -0.145, 0.108], [-0.104, 0.076, -0.104], [-0.132, 0.107, 0.072], [0.024, 0.049, 0.147], [-0.131, -0.061, -0.014], [0.109, -0.113, -0.025], [0.063, 0.008, -0.150], [0.116, 0.051, 0.089], [-0.003, -0.158, 0.028], [-0.119, 0.102, -0.027], [0.082, 0.066, -0.075], [0.034, 0.062, 0.113]], "lowdin_charge": [-0.0638, -0.2452, -0.2472, -0.0652, -0.4764, -0.0397, -0.0481, 0.0753, 0.0792, 0.0654, 0.1319, 0.1322, 0.0781, 0.0795, 0.0598, 0.0872, 0.0843, 0.0676, 0.0804, 0.0816, 0.0829]}

# 2
{"formula": "C7H14", "method": "the ωB97M-V functional and the def2-TZVPD basis", "homo_energy_ev": -8.22, "multiplicity": 1, "e_above_lowest_ev": 3.153, "orbital_gap_ev": 9.223, "largest_force_ev_per_a": 1.56, "symbols": ["C", "C", "C", "C", "C", "C", "H", "H", "H", "H", "H", "H", "H", "H", "H", "H", "C", "H", "H", "H", "H"], "coordinates": [[0.910808, -1.017628, 1.134247], [0.498004, -0.136427, -0.009351], [1.431995, 0.951772, -0.453375], [-0.570744, -0.429425, -0.732718], [-1.321876, -1.592084, -1.176155], [-1.003970, -0.413873, -2.120373], [0.056889, -1.491631, 1.629544], [1.510902, -1.801451, 0.663556], [1.528871, -0.519984, 1.890473], [2.067198, 1.358791, 0.340824], [2.074245, 0.464642, -1.191491], [0.910851, 1.777999, -0.948234], [-0.733743, -2.500936, -1.272726], [-2.367075, -1.754079, -0.922314], [-1.844827, 0.179494, -2.472385], [-0.203728, -0.537715, -2.845349], [-0.573774, 1.496538, 1.708649], [-1.147497, 1.041884, 2.512407], [0.471171, 1.607733, 2.036006], [-0.949989, 2.464145, 1.393054], [-0.743709, 0.852237, 0.835711]], "atomic_forces_ev_per_a": [[0.081, -0.132, -0.068], [0.164, -0.631, -0.734], [0.106, -0.049, -0.136], [0.790, -0.453, -0.280], [-0.100, -0.341, -0.013], [0.024, 0.075, -0.335], [0.138, 0.097, -0.168], [0.122, -0.194, 0.305], [-0.160, -0.001, -0.234], [-0.193, -0.161, -0.082], [0.268, 0.280, -0.092], [0.051, -0.213, 0.082], [-0.219, -0.062, -0.154], [0.125, 0.142, 0.012], [0.070, -0.053, 0.171], [-0.217, -0.066, -0.152], [-0.507, 0.310, 0.221], [-0.173, 0.403, 0.291], [-0.406, -0.206, -0.355], [-0.209, 0.341, 0.485], [0.244, 0.912, 1.237]], "lowdin_charge": [-0.0493, -0.4071, -0.0496, -0.2900, -0.0850, -0.0849, 0.0940, 0.0899, 0.0798, 0.0786, 0.0892, 0.0948, 0.1007, 0.0967, 0.0968, 0.1006, -0.0520, 0.0343, 0.0366, 0.0319, -0.0059]}

- What is the formula in the first record?
  C7H14